104
Properties=species:S:1:pos:R:3:mulliken_charge:R:1 method="wB97M-V/def2-TZVPD" max_force_ha_per_bohr=0.008 gap_ev=6.86 e_above_lowest_kcal_mol=0.00 charge=+1 multiplicity=1 total_energy_ev=-64274.4848
Al 0.08943 0.49258 0.15124 -0.98
C 3.65972 -0.51748 2.41139 -0.95
C 4.30088 0.70975 2.34063 -1.03
C 3.68486 1.77275 1.70211 -0.58
C 2.42044 1.59815 1.14532 0.65
C 1.75049 0.36990 1.20501 0.40
C 2.40508 -0.68191 1.83775 -0.10
C 1.70217 2.71470 0.49380 0.76
C 2.28104 3.99128 0.35148 -1.09
C 1.55650 5.00083 -0.19235 -1.61
C 0.20113 4.80298 -0.53134 1.29
C -0.60896 5.86839 -0.97920 -1.01
C -1.94094 5.67776 -1.19949 -1.08
C -2.50695 4.41388 -0.96272 -1.01
C -1.73910 3.35601 -0.55393 0.84
C -0.35193 3.51521 -0.35645 0.43
N 0.45371 2.46310 0.07368 1.56
H 4.14042 -1.34600 2.91488 0.46
H 5.27962 0.84000 2.78128 0.43
H 4.20273 2.72107 1.65572 0.42
H 1.93379 -1.65870 1.90951 0.44
H 3.29896 4.15439 0.66843 0.51
H 1.99678 5.98070 -0.32997 0.47
H -0.15446 6.84076 -1.11998 0.47
H -2.56537 6.49657 -1.52854 0.45
H -3.57214 4.27179 -1.09390 0.58
H -2.20780 2.40753 -0.35403 -0.50
C -1.68964 -2.96468 2.03999 -0.87
C -2.80050 -2.52125 2.98778 0.33
C -4.19000 -2.80525 2.41147 -1.35
C -2.58141 -1.11488 3.52742 0.39
C -2.34960 -1.03590 4.89781 -1.30
C -2.07666 0.16295 5.53212 -1.52
C -2.00355 1.31559 4.78120 -0.60
C -2.22269 1.29163 3.40738 0.73
C -2.13340 2.58656 2.63540 2.50
C -0.93087 3.44345 3.03178 -1.76
C -3.43706 3.37787 2.75172 -1.74
C -2.53939 0.07818 2.78013 -0.34
N -2.82868 0.06736 1.36203 1.17
B -1.93764 -0.04359 0.23161 0.93
N -2.82904 -0.21818 -0.90756 1.00
C -4.14502 -0.13044 -0.43907 -0.89
C -4.14077 0.05632 0.89286 -1.09
C -2.55498 -0.76683 -2.21647 -0.80
C -2.20899 0.05609 -3.29684 0.53
C -1.90306 -0.53032 -4.52330 -0.02
C -1.96206 -1.90116 -4.69614 -1.54
C -2.35715 -2.70051 -3.63636 -0.32
C -2.66747 -2.15728 -2.39253 0.80
C -3.19372 -3.06486 -1.30063 2.26
C -4.64745 -3.44643 -1.60514 -1.83
C -2.36702 -4.32912 -1.10040 -1.63
C -2.29358 1.56267 -3.20841 1.74
C -1.01719 2.30135 -3.60883 -1.23
C -3.49310 2.05070 -4.02625 -1.81
H -1.81169 -4.02118 1.79517 0.62
H -0.70669 -2.83318 2.50795 0.44
H -1.70987 -2.39910 1.10999 -0.18
H -2.71228 -3.16085 3.86901 0.69
H -4.32449 -2.37730 1.41946 0.07
H -4.97079 -2.41010 3.06177 0.37
H -4.33780 -3.88418 2.33258 0.46
H -2.38288 -1.94814 5.48033 0.42
H -1.91109 0.19122 6.60049 0.40
H -1.77582 2.25591 5.26694 0.41
H -1.99477 2.31160 1.59655 -1.32
H -1.03260 3.85482 4.03714 0.61
H -0.84015 4.29221 2.34850 0.31
H -0.00276 2.86824 2.99729 0.28
H -3.62488 3.64850 3.79225 0.40
H -4.28674 2.79105 2.39879 0.30
H -3.38866 4.29730 2.16506 0.43
H -4.98987 -0.21759 -1.10236 0.59
H -4.98111 0.15083 1.56060 0.47
H -1.65027 0.10475 -5.36358 0.46
H -1.73721 -2.34407 -5.65792 0.46
H -2.44476 -3.76977 -3.78466 0.43
H -3.18185 -2.50593 -0.36605 -1.53
H -4.70099 -4.03981 -2.51999 0.40
H -5.27987 -2.56921 -1.74058 0.33
H -5.06174 -4.04176 -0.78987 0.45
H -2.36763 -4.96151 -1.99036 0.43
H -2.79231 -4.91728 -0.28625 0.39
H -1.33165 -4.10668 -0.84748 0.09
H -2.49413 1.80475 -2.17738 -0.89
H -0.70057 2.06121 -4.62348 0.38
H -0.19199 2.08496 -2.92193 -0.11
H -1.19155 3.37916 -3.56905 0.45
H -3.34101 1.85012 -5.08876 0.37
H -3.63167 3.12690 -3.90057 0.48
H -4.41008 1.54763 -3.72134 0.36
N 2.05465 -5.02759 -4.28216 -0.43
C 1.79058 -4.11688 -3.63692 -0.36
C 1.44708 -2.97390 -2.83493 0.53
C 1.49936 -1.69722 -3.37113 -0.93
C 1.13679 -0.63071 -2.57218 -0.03
N 0.70879 -0.78452 -1.31802 0.45
C 0.66384 -2.02470 -0.80324 0.34
C 1.04066 -3.13978 -1.51478 -1.07
H 1.81016 -1.53111 -4.39161 0.55
H 1.17748 0.37708 -2.95232 0.58
H 0.29966 -2.12460 0.21064 0.06
H 0.99984 -4.11885 -1.06201 0.62

---

119
Properties=species:S:1:pos:R:3:mulliken_charge:R:1 method="wB97M-V/def2-TZVPD" max_force_ha_per_bohr=0.061 gap_ev=6.43 e_above_lowest_kcal_mol=1.78 charge=-2 multiplicity=1 total_energy_ev=-206284.5731
Rb 0.26858 -1.06134 -0.43513 0.05
O -0.54208 -1.41546 -3.26850 0.32
C 0.58783 -1.90415 -3.98985 -0.40
C 1.96256 -1.55660 -3.46736 -0.77
N 2.44266 -2.02813 -2.16630 1.50
C 3.60148 -1.34918 -1.63822 -0.62
C 3.56419 0.16492 -1.42014 0.34
O 4.60002 0.64829 -0.92496 -0.84
O 2.52769 0.79578 -1.80528 -0.35
C 2.62945 -3.42509 -2.00903 -0.70
C 2.62858 -3.86562 -0.50259 0.20
O 3.29499 -4.84753 -0.23126 -0.87
O 1.92161 -3.06145 0.21833 -0.32
H -1.19946 -2.04395 -2.93004 -0.04
H 0.49758 -2.98377 -4.09907 0.46
H 0.60801 -1.42703 -5.01370 0.10
H 2.62219 -1.81539 -4.30989 0.08
H 2.03898 -0.49217 -3.39670 0.20
H 3.87168 -1.84907 -0.66526 0.14
H 4.45110 -1.49756 -2.34740 0.21
H 1.79795 -3.89218 -2.55012 0.22
H 3.54610 -3.76267 -2.44086 0.24
Cl -4.56659 0.48132 1.05582 -0.26
C -2.86361 0.11776 1.30287 1.51
Cl -2.38260 0.51161 3.00643 -0.21
H -2.30014 0.79377 0.64110 -0.59
H -2.74504 -0.91654 1.14754 -0.48
O 0.75124 -0.12387 2.36089 -0.53
S 2.26229 -0.14302 2.37867 0.70
C 2.83346 1.41821 1.74969 1.16
C 1.99581 2.60793 2.28401 -0.53
C 2.10597 3.83045 1.31320 -1.32
C 2.02127 3.64979 -0.19425 -0.98
S 0.33561 3.02767 -0.64613 1.05
O -0.06408 2.03147 0.36803 -0.17
C -0.59035 4.54167 -0.31517 0.46
C -1.67443 4.39491 0.49605 -0.78
C -2.51940 5.45842 0.75835 -0.76
C -2.30019 6.71526 0.19544 -0.56
C -1.20552 6.83510 -0.63131 -0.73
C -0.31196 5.76419 -0.84542 -0.08
C 2.64590 0.24069 4.11520 -0.10
C 3.92459 -0.00569 4.63437 -0.65
C 4.14420 0.20690 6.01633 -0.87
C 3.11400 0.75035 6.80822 -0.40
C 1.88632 1.00384 6.24681 -0.86
C 1.66280 0.66087 4.92503 0.09
H 2.82324 1.31597 0.64246 -1.55
H 3.83840 1.57766 2.08404 0.75
H 2.45888 2.99539 3.23274 0.43
H 0.99214 2.23962 2.31473 0.36
H 3.05731 4.25078 1.59028 0.61
H 1.36195 4.64488 1.57806 0.20
H 2.77171 2.95623 -0.60265 0.64
H 2.10822 4.66413 -0.61967 0.52
H -1.76082 3.43547 1.01130 0.40
H -3.27623 5.28222 1.46271 0.51
H -2.96706 7.59874 0.40980 0.31
H -0.87555 7.86805 -0.86481 0.31
H 0.61088 5.88501 -1.44116 0.23
H 4.66891 -0.41307 4.00414 0.58
H 5.05398 -0.04588 6.43248 0.51
H 3.32879 0.95347 7.84340 0.36
H 1.05390 1.46369 6.81229 0.43
H 0.69791 0.82617 4.43903 0.35
C -0.73780 -1.73550 7.65820 -0.95
N -0.51799 -2.32607 6.35801 0.23
C -1.48232 -2.45013 5.46562 0.09
C -1.27340 -2.95020 4.24120 -1.02
C 0.08916 -3.05559 3.82106 0.98
N 1.08064 -2.90928 4.66856 -0.58
C 0.82100 -2.64122 5.96293 0.10
O 1.70691 -2.58481 6.80079 -0.69
N 0.33361 -3.46839 2.53974 -0.05
H -0.41562 -2.51554 8.38332 0.29
H -1.74673 -1.49539 7.78882 0.38
H -0.06101 -0.86739 7.81917 0.19
H -2.46845 -2.23279 5.84560 0.31
H -2.03619 -2.95478 3.47557 0.53
H -0.46641 -3.50850 1.88967 -0.16
H 1.20895 -3.39429 2.10144 0.31
Br -4.35240 -8.53518 -1.09367 -0.28
C -2.96452 -7.24850 -0.72379 -0.06
C -1.70890 -7.75400 -0.50801 -0.36
C -0.61911 -6.87750 -0.31545 -0.96
C -0.82722 -5.50824 -0.41051 -0.22
C -2.10491 -5.01931 -0.66120 0.26
C -3.16890 -5.88352 -0.80699 -0.14
C -2.20274 -3.48259 -0.92709 0.02
O -2.46907 -3.18812 -2.10465 -0.91
O -1.84960 -2.75211 0.00754 -0.51
H -1.60891 -8.85082 -0.37522 0.31
H 0.35902 -7.31129 -0.13852 0.48
H -0.01936 -4.83883 -0.34077 0.65
H -4.13043 -5.45225 -1.05925 0.48
O -1.62152 1.23608 -1.99982 -0.65
S -0.90227 1.30977 -3.31347 1.19
C -0.83661 3.01645 -3.81001 0.16
C -1.95717 3.85305 -3.71168 -0.38
C -1.82203 5.18689 -4.20577 -0.67
C -0.69401 5.54593 -4.97636 -0.57
C 0.40120 4.66138 -5.10920 -0.62
C 0.32453 3.41546 -4.47671 -0.30
C -2.10442 0.75934 -4.53447 0.59
C -1.76500 0.57743 -5.86481 -0.41
C -2.72023 0.02307 -6.73139 -0.70
C -4.07205 -0.08064 -6.34765 -0.55
C -4.39932 0.32446 -5.02353 -0.64
C -3.43294 0.67226 -4.12417 -0.26
H -2.74809 3.53179 -3.02265 0.43
H -2.57444 5.91244 -3.97069 0.48
H -0.65350 6.55448 -5.39508 0.33
H 1.27924 4.94997 -5.70990 0.40
H 1.15737 2.74052 -4.45977 0.49
H -0.70291 0.74338 -6.08626 0.42
H -2.42168 -0.22545 -7.79513 0.29
H -4.78767 -0.46915 -7.04879 0.42
H -5.40168 0.10731 -4.67585 0.34
H -3.73993 0.76366 -3.07659 0.29

---

113
Properties=species:S:1:pos:R:3:lowdin_spin:R:1 method="wB97M-V/def2-TZVPD" max_force_ha_per_bohr=0.012 gap_ev="6.40 / 5.27" e_above_lowest_kcal_mol=45.61 charge=0 multiplicity=2 total_energy_ev=-277670.1925
Ca -0.21171 -0.19881 -0.35076 0.02
Cl 2.04191 -0.52844 3.35783 0.00
C 3.55111 -0.62058 2.41548 0.00
Cl 3.36082 0.07840 0.81214 0.00
H 3.79804 -1.66993 2.29779 0.00
H 4.30270 -0.05397 2.94731 0.00
O 0.84526 3.78795 -0.47109 0.00
P 1.03265 3.76190 1.00006 0.00
C 0.05758 2.38834 1.72217 0.00
P -1.63810 2.37666 0.99967 0.00
O -1.59795 1.60937 -0.29784 0.00
C -2.18977 4.05050 0.71471 0.00
C -2.59776 4.88731 1.75221 0.00
C -3.05715 6.15961 1.46525 0.00
C -3.13238 6.58691 0.14364 0.00
C -2.74914 5.74689 -0.88967 0.00
C -2.27272 4.47397 -0.60859 0.00
C -2.72376 1.68563 2.25287 0.00
C -2.42632 1.73557 3.61740 0.00
C -3.35878 1.30946 4.54967 0.00
C -4.58958 0.82144 4.12556 0.00
C -4.88510 0.76593 2.77339 0.00
C -3.96069 1.20799 1.83873 0.00
C 0.49260 5.26850 1.82095 0.00
C 0.34025 6.38963 1.00994 0.00
C -0.05682 7.59636 1.56753 0.00
C -0.30220 7.68854 2.92967 0.00
C -0.15050 6.57131 3.74110 0.00
C 0.24632 5.36522 3.18805 0.00
C 2.74770 3.50261 1.46350 0.00
C 3.14961 3.28859 2.77924 0.00
C 4.49371 3.11572 3.06878 0.00
C 5.43370 3.16747 2.04426 0.00
C 5.03435 3.38819 0.73557 0.00
C 3.68886 3.55598 0.44150 0.00
H 0.03125 2.40458 2.81029 0.00
H 0.63771 1.48755 1.47419 0.00
H -2.56562 4.55411 2.78338 0.00
H -3.36825 6.81548 2.26880 0.00
H -3.50242 7.58136 -0.07749 0.00
H -2.82199 6.06984 -1.92036 0.00
H -1.95331 3.81199 -1.40288 0.00
H -1.47114 2.09929 3.97322 0.00
H -3.12383 1.35444 5.60627 0.00
H -5.31835 0.48552 4.85466 0.00
H -5.83308 0.36950 2.42946 0.00
H -4.20844 1.17277 0.78432 0.00
H 0.50652 6.30619 -0.05784 0.00
H -0.18274 8.46399 0.93205 0.00
H -0.61378 8.63162 3.36204 0.00
H -0.34376 6.64013 4.80418 0.00
H 0.35195 4.49813 3.83288 0.00
H 2.42374 3.24561 3.58565 0.00
H 4.81201 2.94883 4.09071 0.00
H 6.48412 3.03342 2.27312 0.00
H 5.76768 3.41407 -0.06106 0.00
H 3.35418 3.71331 -0.57733 0.00
O -4.68601 2.43864 -3.18905 0.04
C -4.38247 1.41473 -2.64007 0.01
S -2.93730 0.46412 -3.04169 0.04
C -3.12836 -0.79601 -1.85271 0.19
C -4.32857 -0.78446 -1.11857 0.13
S -4.80889 -1.89679 0.02956 0.35
S -5.41031 0.55901 -1.47443 0.00
S -1.89090 -1.94989 -1.74303 0.19
C -1.67726 -2.00406 4.19027 0.00
N -2.11000 -2.52041 2.90684 0.00
C -3.02673 -3.64989 2.90426 0.00
C -1.72251 -1.97141 1.76074 0.01
O -0.98645 -0.96487 1.67975 0.00
H -1.21682 -2.80444 4.77133 0.00
H -0.95781 -1.20954 4.02366 0.00
H -2.53167 -1.60852 4.74200 0.00
H -2.55749 -4.51378 3.37782 0.00
H -3.29349 -3.89197 1.87744 0.00
H -3.93397 -3.39225 3.45505 0.00
H -2.10442 -2.45532 0.85444 0.00
C 4.54394 0.13487 -2.39594 0.00
Ge 3.26570 -1.19181 -3.11166 0.00
C 4.34540 -2.51527 -4.09781 0.00
C 2.21747 -0.16948 -4.43564 0.00
Ge 1.74647 -2.10394 -1.43661 0.01
C 2.94278 -3.01417 -0.10605 0.00
C 4.29441 -3.30227 -0.29782 0.00
C 5.05927 -3.92109 0.68258 0.00
C 4.48603 -4.29319 1.89351 0.00
C 3.14192 -4.02348 2.11079 0.00
C 2.39665 -3.38084 1.12664 0.00
C 1.02626 -3.71075 -2.38553 0.00
C 0.88126 -3.78167 -3.76917 0.00
C 0.30711 -4.88409 -4.39003 0.00
C -0.14523 -5.95485 -3.63294 0.00
C -0.01524 -5.90543 -2.25164 0.00
C 0.55939 -4.79751 -1.64461 0.00
H 5.16994 0.49875 -3.21606 0.00
H 5.19089 -0.29056 -1.62582 0.00
H 4.02513 0.99684 -1.96570 0.00
H 4.60988 -2.13016 -5.08648 0.00
H 3.80650 -3.45558 -4.22464 0.00
H 5.27453 -2.72492 -3.56165 0.00
H 2.88377 0.36357 -5.11940 0.00
H 1.58523 0.57191 -3.94045 0.00
H 1.56460 -0.81325 -5.02710 0.00
H 4.77635 -3.04145 -1.23534 0.00
H 6.10780 -4.12550 0.49405 0.00
H 5.08223 -4.78993 2.65005 0.00
H 2.67045 -4.30573 3.04646 0.00
H 1.35554 -3.15341 1.34433 0.00
H 1.21194 -2.96255 -4.39973 0.00
H 0.21265 -4.90181 -5.47014 0.00
H -0.59511 -6.81480 -4.11418 0.00
H -0.36383 -6.73217 -1.64226 0.00
H 0.65148 -4.79783 -0.56253 0.00